The following is a quantum chemistry calculation of C6H7N3O in the gas phase, from the Open Molecules 2025 dataset.

Last column: natural (NBO) charge in e.
Atoms and positions in Å:
C: 1.6727 -1.0457 -0.6140  -0.122
C: 2.4916 -0.6642 0.3859  -0.319
C: 2.0521 0.2865 1.2443  0.058
C: 0.0750 0.4387 0.1657  0.362
C: 0.4643 -0.4455 -0.7591  -0.331
C: -2.4219 0.8065 -0.3380  0.788
H: 2.2811 -1.7567 -1.4885  0.229
H: 3.6009 -1.1040 0.6210  0.235
H: 2.7701 0.6647 2.2176  0.203
H: -0.3324 -0.5947 -1.2871  0.242
H: -1.1266 2.2205 0.6532  0.441
H: -3.4875 -0.6883 -0.9331  0.404
H: -1.9343 -1.1840 0.0264  0.392
N: 0.8096 0.8966 1.1816  -0.440
N: -1.1850 1.1309 0.1903  -0.667
N: -2.4811 -0.5395 -0.7785  -0.883
O: -3.2486 1.5782 -0.4880  -0.592

E   -472.2608 hartree
E_HOMO   -9.185 eV
Charge   0
Spin multiplicity   1
Gap between HOMO and LUMO   9.79 eV
Relative energy (zero: lowest compared OMol25 entry of this formula, charge and spin)   50.9 kcal/mol